Computed, not measured: a molecular structure, C39H60AsBiF6N4OSbSi2 in a non-equilibrium geometry, with the ωB97M-V functional and the def2-TZVPD basis.

XYZ file:
```
115
Properties=species:S:1:pos:R:3
Bi 12.0850 10.6268 10.8252
C 13.8942 5.4369 9.6296
C 12.6952 5.9107 8.8136
C 11.3414 5.7323 9.2075
C 10.2845 6.1467 8.3574
C 8.8609 5.9282 8.7510
C 10.5987 6.6804 7.1023
C 11.9385 6.8735 6.6664
C 12.3188 7.4816 5.3463
C 12.9819 6.4852 7.5533
H 14.7567 5.8878 9.1933
H 14.0433 4.3299 9.5757
H 13.8247 5.7543 10.6648
H 11.1578 5.1200 10.0927
H 8.2004 5.9288 7.8979
H 8.5380 6.6593 9.5138
H 8.7812 4.9322 9.2593
H 9.7386 7.0004 6.5271
H 13.2465 7.0295 4.9973
H 12.5037 8.5410 5.5176
H 11.5535 7.3378 4.6090
H 14.0237 6.5382 7.2473
C 8.7310 17.3353 9.1276
C 10.1200 16.6705 8.9953
C 11.1930 17.6307 9.6034
C 10.4833 16.3420 7.4926
C 10.1223 15.3126 9.6852
C 9.5217 14.1531 9.1222
C 9.6734 12.9420 9.7206
N 10.3743 12.7829 10.8334
C 11.0398 13.8320 11.3504
C 10.7946 15.1356 10.8589
C 12.1875 13.5878 12.2615
C 12.6469 14.5784 13.1355
C 13.9580 14.5505 13.6946
C 14.7035 13.4264 13.4534
C 14.2924 12.4093 12.4666
N 12.9215 12.4540 12.0561
C 14.5442 15.7247 14.4853
C 15.9186 15.4155 15.0187
C 14.6056 16.9887 13.6147
C 13.6874 15.9973 15.7001
H 8.6804 18.3048 8.5990
H 8.4438 17.5786 10.1906
H 7.9145 16.6741 8.8003
H 11.1768 18.5384 9.0152
H 12.1946 17.1273 9.6311
H 10.8341 17.8838 10.6173
H 10.5552 17.3046 6.8958
H 9.7314 15.7193 6.9895
H 11.4083 15.7831 7.3813
H 8.9131 14.2393 8.2457
H 9.3663 12.0231 9.2055
H 11.2743 15.9628 11.3238
H 11.9159 15.3322 13.4465
H 15.6610 13.2870 14.0014
H 14.9617 12.4535 11.5813
H 16.5846 14.9618 14.2519
H 15.9034 14.7341 15.9300
H 16.4728 16.3416 15.2735
H 15.2333 16.7857 12.7392
H 15.1160 17.7941 14.2133
H 13.6742 17.2967 13.1776
H 13.4940 15.0964 16.3701
H 12.6342 16.3258 15.4179
H 14.0597 16.8758 16.2950
N 7.1357 7.8597 15.5626
C 8.2359 7.2159 15.0944
O 8.5519 6.0515 15.3904
C 9.0892 8.0674 14.2014
C 10.4657 7.8474 14.1486
C 11.2690 8.5624 13.2989
N 10.7146 9.5430 12.5675
C 9.3838 9.7418 12.5429
C 8.5392 9.0332 13.3723
H 6.4861 7.3499 16.1691
H 6.8881 8.7910 15.2759
H 11.0034 7.1087 14.7818
H 12.3431 8.3499 13.1670
H 8.9378 10.3643 11.7725
H 7.4866 9.2384 13.2410
C 18.2747 11.6138 13.0905
Si 17.0415 10.3255 12.5956
C 16.9883 10.4725 10.7302
C 17.6066 8.5646 13.0731
As 14.7568 10.4569 13.1521
Si 14.9258 10.3830 15.5344
C 14.8120 8.5939 16.0081
C 13.4455 11.1141 16.5345
C 16.4414 11.3471 16.0302
H 18.9055 11.8704 12.2564
H 18.8007 11.2685 13.9965
H 17.7829 12.5781 13.3114
H 16.8570 11.4689 10.3951
H 16.2617 9.8160 10.2450
H 17.9769 10.1192 10.5034
H 18.4201 8.1248 12.4400
H 16.7843 7.8454 13.0687
H 17.9814 8.5771 14.1292
H 13.7731 8.2992 15.8812
H 15.1258 8.4411 17.0850
H 15.4384 7.9356 15.4269
H 13.5668 12.2122 16.6856
H 13.4258 10.5616 17.5404
H 12.3970 11.0012 16.1879
H 16.2230 12.3608 16.4116
H 17.2221 11.4781 15.2783
H 16.8713 10.8583 16.9192
F 11.7076 10.7333 8.4128
Sb 13.1695 11.7820 7.5793
F 13.6227 10.1100 6.7759
F 11.9994 12.4551 6.2060
F 14.7740 12.7243 7.3235
F 12.4605 13.1041 8.8602
F 14.0370 11.1369 9.2273
```

Computed properties:
* spin multiplicity: 2
* E_HOMO (spin up / spin down): -12.12 / -12.12 eV
* charge: +2
* LUMO energy (spin up / spin down): -7.50 / -7.64 eV
* HOMO-LUMO gap (spin up / spin down): 4.61 / 4.47 eV
* energy above the lowest of the compared OMol25 structures with the same formula, charge and spin: 295.0 kJ/mol
* E: -5684.77271 a.u.